1.
17
Properties=species:S:1:pos:R:3 method="wB97M-V/def2-TZVPD" e_homo_ev=-10.200 energy_ev=-6388.7939 homo_lumo_gap_ev=11.2 molar_mass_da=76.139 largest_force_ev_per_a=3.8 relative_energy_kj_mol=128.0 e_lumo_ev=0.9634
H -1.5434 -0.9820 0.2525
C 4.1172 1.0455 0.3734
H 3.3636 -0.8549 1.0297
O -3.9232 0.6560 -1.2556
H 3.8515 2.0660 0.6310
H -3.3636 0.3724 0.6613
H -2.6417 -2.1172 -0.6723
C 2.9705 0.1429 0.8837
H -4.4314 -0.8560 -0.1766
C -3.5165 -0.2152 -0.2601
H -1.9384 -0.7867 -1.5669
H 5.1131 0.8791 0.9002
H 2.0872 -0.0648 0.3037
H 2.6243 0.4414 1.9346
H -4.6851 0.4641 -1.7331
C -2.2604 -1.0673 -0.6116
H 4.1764 0.8766 -0.6939

2.
33
Properties=species:S:1:pos:R:3 method="wB97M-V/def2-TZVPD" total_charge=+3 e_homo_ev=-18.199 energy_ev=-31919.3582 homo_lumo_gap_ev=2.1 molar_mass_da=311.901 largest_force_ev_per_a=3.6 relative_energy_kj_mol=0.0 e_lumo_ev=-16.0718
O 0.1926 1.9605 -2.5711
N 1.6347 -0.5029 2.9194
H -0.4508 2.9547 -0.8207
H -0.0358 3.7637 -3.6162
N -0.7267 0.8953 0.7617
H 4.0741 -0.5741 0.8165
H -1.4468 2.7947 -3.4983
H -3.4496 -0.2634 2.0199
H -1.6343 1.9511 -1.4992
H 0.1042 -4.3399 -0.7670
N 3.3284 -0.2329 1.4089
O -3.5559 0.6448 1.7099
C -0.3647 2.7096 -3.6340
H 3.5136 0.6457 1.8671
H -0.4492 0.1108 1.3571
O 2.2536 -2.2480 1.5455
H -1.0879 -3.3504 -0.5894
C -0.1835 -0.4846 -1.1711
O -0.5900 -4.0589 -0.1345
Cl -1.5538 -2.2416 2.0952
H 1.6958 0.4938 3.0291
H 1.0945 0.9990 -0.3589
C -0.0023 0.8588 -0.4973
Zr -1.2794 -4.7812 1.8662
H -1.1382 -0.5303 -1.6958
C 2.3851 -1.0958 1.9348
C -0.5450 2.0071 -1.3865
H -2.7982 0.8039 1.1243
H 0.6085 -0.6157 -1.9096
H -0.3833 1.6828 1.3219
H -0.1757 2.3528 -4.6468
H -0.0020 -1.2603 -0.4210
H 0.9680 -1.0490 3.4403

3.
82
Properties=species:S:1:pos:R:3 method="wB97M-V/def2-TZVPD" total_charge=+1 e_homo_ev="-8.836 / -8.997" energy_ev=-53501.2488 homo_lumo_gap_ev="6.6 / 5.0" molar_mass_da=574.736 largest_force_ev_per_a=4.0 s_squared=8.794 spin_multiplicity=6 e_lumo_ev="-2.2656 / -3.9547"
C 0.6142 -2.7617 1.2352
H -0.6056 1.6205 4.1753
H 4.1493 -0.1668 0.0153
C -0.1361 2.6136 4.1559
H -2.7694 -0.4330 -3.3028
C -0.4651 -1.5697 2.9509
C -1.5650 5.1483 1.8710
H 1.6450 -1.1335 5.1123
H -0.6314 1.0062 -5.4359
H -1.8317 1.7570 -2.8808
C 1.0750 -0.8273 -3.3697
H -0.3329 1.2627 -0.2981
H -0.9671 -2.9667 -0.5652
H -1.1622 5.3374 4.0923
H -0.7753 2.5457 -4.6723
H 3.6307 -1.3531 2.1737
P 1.8153 0.1165 0.2922
C -0.4339 1.5116 -4.4830
C -1.6654 -0.3817 -3.2757
H -1.4940 -2.4155 -4.1204
H 2.2159 2.5249 -0.0617
C 0.9295 -1.3404 3.0816
H 2.6167 0.5752 -3.0511
H 0.5247 0.9810 -1.8072
H 3.4362 0.3112 -1.5486
H 1.7995 -4.2025 0.1654
H -2.4143 -2.6966 -1.6188
H -3.2737 -0.8130 -0.1839
H -1.6719 0.0713 3.5891
H -2.3241 4.7222 -0.6902
H -1.2420 -1.0437 4.9033
C -0.6838 3.4305 3.0455
H 0.5704 -0.8355 -5.4788
C -0.6930 -2.4662 1.9270
P -1.4431 -0.6789 -1.5452
C 1.5829 -0.5655 4.1714
H 3.3986 -2.7853 1.1648
H -2.1905 -3.7732 2.7073
H -0.3324 3.1192 5.1104
H -0.7784 -2.9834 -2.4009
H 0.0621 -4.6487 0.3494
H 0.9527 2.4953 4.0471
C -1.6047 3.9431 -0.4148
H 3.3316 -2.9264 2.9244
C -2.7272 0.0339 -0.6093
C -1.3137 -2.5380 -1.5374
H -2.3681 0.6833 0.1965
H -2.0155 2.9634 -0.6836
C 0.1726 0.5096 -0.8861
H 1.5590 -1.6219 -2.7530
H -1.9834 6.0897 1.5313
H -0.6867 4.1123 -1.0001
H 3.2185 -1.3660 -0.9645
C 3.3065 -0.3114 -0.6673
C 1.6132 0.4064 -3.4379
C -1.2323 0.9843 -3.3871
H -3.3568 0.5995 -1.3127
H -2.4583 -1.5090 3.7372
H -1.8914 -4.0029 0.9874
C -1.9510 -3.2440 1.7674
C 1.5969 -2.0380 2.0709
H 1.0594 2.1996 1.2694
C -1.3426 4.0107 1.0314
H 1.6172 1.7036 -5.2285
N -0.8028 2.9943 1.7606
C 1.1224 1.5383 -4.2582
H 0.6289 -2.4261 -4.7732
C -1.1687 4.7741 3.1727
H -2.8059 -2.5851 1.5573
C -1.1869 -1.3953 -4.3692
C 0.9317 -4.1879 0.8423
H 2.8263 1.9223 1.5300
H 1.3360 2.4644 -3.7390
C 2.0012 1.8693 0.7990
Ru 0.4590 -1.4352 -0.7681
C -1.5093 -0.9821 3.8446
H 1.1872 -4.8109 1.7259
H 1.0181 0.3478 4.3882
H 2.6056 -0.2802 3.9071
C 3.0587 -2.2831 2.0706
H -1.6930 -1.1230 -5.3015
C 0.3123 -1.3915 -4.5689

4.
18
Properties=species:S:1:pos:R:3 method="wB97M-V/def2-TZVPD" total_charge=+2 e_homo_ev=-20.596 energy_ev=-23201.2967 homo_lumo_gap_ev=10.2 molar_mass_da=160.198 largest_force_ev_per_a=6.4 relative_energy_kj_mol=184.3 e_lumo_ev=-10.3948
S -1.9952 0.0314 -0.0320
C 0.0633 -1.6689 -0.0390
H 2.3329 2.0623 0.5314
C -1.4054 -1.6279 0.3396
H -0.0828 2.9149 0.4823
N 0.5547 -0.3988 -0.0278
C 1.6807 0.1136 -0.2788
O -3.1728 0.4421 0.6441
H -1.9752 -2.2146 -0.2180
H 2.0472 2.1698 -1.1029
H 2.6750 -0.3291 -0.6002
C 1.6729 1.5756 -0.1320
H 0.0982 -2.2944 -1.0586
C -0.4604 0.9498 0.5151
N 0.3282 1.9021 0.3240
O -1.6862 0.3320 -1.3628
H 0.8072 -2.1792 0.5541
H -1.4824 -1.7809 1.4615

5.
17
Properties=species:S:1:pos:R:3 method="wB97M-V/def2-TZVPD" total_charge=+2 e_homo_ev=-19.882 energy_ev=-14749.0381 homo_lumo_gap_ev=8.6 molar_mass_da=145.122 largest_force_ev_per_a=4.7 relative_energy_kj_mol=72.3 e_lumo_ev=-11.2626
N -0.0028 -1.0582 -0.8705
H -3.4732 0.3161 0.8017
H 1.4963 1.8436 -0.4565
H 1.5402 0.7323 -1.5391
C 0.3793 -0.2069 0.2255
H 0.2178 1.6767 -1.4777
H 3.2403 -0.8864 1.6254
O 1.4115 -0.3549 1.0231
N -3.1065 -0.4322 0.1846
N -0.8680 0.2161 0.7259
N -1.2010 -1.2446 -0.8649
H -1.1121 0.6382 1.6073
N 0.9706 1.2758 -1.0096
H -3.6022 -1.1540 -0.3533
C -1.8367 -0.4257 0.0778
O 3.2135 -0.3041 -0.3698
C 2.7329 -0.6317 0.6701

6.
13
Properties=species:S:1:pos:R:3 method="wB97M-V/def2-TZVPD" e_homo_ev="-7.647 / -8.340" energy_ev=-6783.3191 homo_lumo_gap_ev="7.7 / 8.5" molar_mass_da=81.118 largest_force_ev_per_a=5.1 relative_energy_kj_mol=501.1 e_lumo_ev="0.0156 / 0.1746"
C -0.2821 0.9274 -0.5353
N 1.2603 -0.7435 1.5636
H 1.8245 0.9744 -1.0365
H -0.3992 -2.1795 1.6474
C -0.2175 -1.1020 1.7411
H -0.3825 1.6779 0.2452
H -0.5858 -0.7435 2.6952
H -2.2563 1.1982 -1.2454
C -1.3045 0.6812 -1.3513
C 1.6762 -0.3041 0.5586
H 1.0167 -0.5584 -1.3881
H -1.2430 -0.0670 -2.1402
C 1.0787 0.2715 -0.6725